[1]
A structure of composition C45H43FGeN4O6PdS in a non-equilibrium geometry. Source: OMol25; level of theory: wB97M-V/def2-TZVPD.

Geometry as XYZ:
```
102
Properties=species:S:1:pos:R:3:forces:R:3:mulliken_charge:R:1
C 2.9364 -3.9007 -3.8239 -0.012 -0.011 0.006 -1.065
C -0.8682 -3.2745 2.1317 0.016 -0.071 -0.063 -0.306
H 2.3764 -3.2070 1.7459 0.042 0.049 -0.036 0.451
C -2.4915 4.5070 -1.4590 0.047 0.045 0.127 -1.229
S 0.7970 1.1711 1.8466 0.083 -0.073 -0.363 -0.562
H -2.0286 -4.0874 3.7468 0.008 0.004 -0.030 0.413
H -2.8914 5.3017 0.5262 0.043 0.002 -0.021 0.322
C -1.6808 -4.2302 2.7294 0.014 0.047 -0.050 -0.707
Ge 0.8214 -2.0455 0.1023 -0.082 -0.680 0.202 1.304
C -0.7868 -4.5814 0.1252 -0.048 0.072 0.083 0.034
H 0.9795 2.5644 -0.7695 -0.046 -0.004 0.021 0.468
C -5.8535 -3.1117 -0.1203 -0.012 0.000 -0.042 -0.695
C 1.6268 -2.8873 -1.5209 0.064 0.096 -0.060 0.178
H 4.6506 -4.0575 -2.5762 -0.039 0.008 0.009 0.410
H 1.7015 3.3806 3.3755 0.004 0.023 -0.043 0.452
C 3.1736 -0.0954 -3.3832 0.025 0.013 -0.067 -1.111
H 3.4360 -4.2876 -4.7066 -0.031 0.022 0.020 0.371
H -2.1696 -2.4879 -4.1170 0.040 -0.005 0.007 0.471
C 1.3257 3.2158 0.0212 -0.049 0.064 -0.006 -1.613
O -5.3070 3.8782 -0.5188 0.058 -0.029 0.041 -0.688
C -3.1962 3.1272 -1.3770 -0.040 0.064 -0.048 2.461
H 2.6771 0.6163 0.3121 -0.072 -0.029 -0.004 -0.292
H -4.7284 2.7312 1.5940 -0.063 -0.006 0.065 0.297
Pd -0.2502 0.1601 -0.2746 1.591 1.072 0.170 2.099
H 2.3634 6.4753 -1.4632 -0.013 -0.033 -0.010 0.338
H 3.5190 -3.1705 -0.5788 -0.018 -0.022 -0.062 0.413
H -2.6401 -0.9759 -1.3660 0.130 0.001 -0.062 -0.568
H -3.1971 5.1951 -1.9287 -0.006 0.001 -0.035 0.417
C -2.0633 -5.3601 2.0167 0.021 0.030 -0.015 -0.582
H 3.2428 -0.3245 -4.4390 -0.021 0.015 0.049 0.460
H -1.0087 -3.3812 -6.1332 0.000 0.014 0.010 0.382
O 2.7029 7.1717 -0.8919 -0.014 -0.005 -0.056 -0.538
O -1.3827 1.6611 -1.9110 -0.100 0.192 -0.021 -0.926
H 1.9990 -1.5658 2.3176 0.045 -0.066 -0.062 0.411
C -2.1481 2.0881 -1.0213 0.113 -0.110 0.019 0.426
H 5.9772 0.9426 1.4792 0.031 0.008 0.002 0.237
H -1.6383 4.3862 -2.1310 -0.019 0.003 -0.016 0.424
H -0.4351 -4.7368 -0.8900 -0.017 -0.020 0.031 0.258
C 4.3034 0.0037 -2.5941 0.063 -0.013 -0.034 -0.559
H -0.9568 -2.2800 -1.9939 -0.035 0.015 0.020 0.004
N -1.9858 1.6367 0.2236 -0.160 -0.062 0.005 0.747
H -0.5902 -2.3831 2.6910 -0.039 -0.061 0.003 0.360
N 1.7780 0.3426 -1.4979 -0.003 -0.040 0.090 0.704
H -4.6358 -2.3397 -1.6995 -0.018 -0.021 0.034 0.427
C -5.1013 -2.6202 2.1321 0.024 0.029 0.071 -0.969
C -2.0363 5.0850 -0.1185 -0.001 -0.062 -0.062 -1.096
F -7.0566 -3.8810 1.7521 -0.061 -0.028 0.033 -0.369
H 5.3001 -0.1407 -2.9934 -0.043 -0.017 0.027 0.469
H -1.9113 -6.4148 0.1542 0.014 0.049 0.010 0.405
H -3.7729 0.6376 -2.6422 -0.047 0.044 -0.008 0.029
C -4.0124 -1.9429 1.6238 0.047 0.043 0.004 -0.070
C 1.9308 0.0856 -2.7966 -0.199 0.036 -0.002 -0.852
C 3.6051 -3.7766 -2.6424 -0.013 0.035 0.052 -0.948
H 1.3560 -4.0408 -5.9986 -0.006 0.007 0.019 0.375
C 5.3668 0.3643 -0.3660 0.050 0.063 -0.015 0.252
C -2.9219 1.8273 1.1971 0.029 -0.037 -0.161 -0.789
C 2.1623 4.9544 2.0019 0.003 -0.053 0.195 -0.754
H 1.0179 0.0162 -3.3780 0.009 -0.017 0.027 0.541
H -5.2711 1.3396 -2.0049 0.033 0.000 -0.056 0.282
H -5.2774 -2.6963 3.1981 0.033 0.003 -0.035 0.439
O 3.0762 7.5202 1.2470 0.023 0.024 0.125 -0.597
H -3.0536 2.8658 -3.4903 0.010 0.011 -0.007 0.441
N -4.0309 2.6420 0.8724 0.045 0.027 -0.148 0.224
C 0.9166 -3.0224 -2.7576 0.008 -0.035 -0.066 -0.171
H -1.8935 -0.7704 0.3473 -0.871 -0.559 0.045 1.659
H -3.3182 -1.4438 2.2891 -0.009 -0.043 -0.010 0.589
H -4.5734 3.5836 -2.9305 0.002 0.037 -0.031 0.499
C 1.7275 3.6883 2.3362 0.008 0.003 -0.005 -0.938
N 5.1971 0.9481 0.8470 -0.044 -0.079 -0.051 -0.240
C 2.1983 5.3820 0.6757 0.002 0.024 -0.149 1.152
O -2.8941 1.3196 2.2992 0.039 0.009 -0.074 -0.716
C 4.1527 0.2905 -1.2441 -0.001 -0.053 0.081 0.236
O 6.4431 -0.0693 -0.7431 -0.075 0.053 0.053 -0.706
C -1.1259 -2.7749 -4.0555 0.011 -0.022 -0.050 -0.831
H -1.3702 4.4024 0.4139 0.008 0.004 -0.014 0.149
C 2.8725 0.4391 -0.7405 0.002 0.063 -0.105 0.117
C 2.2779 -2.1612 1.4442 -0.039 0.178 0.085 -1.861
C -0.4679 -3.2808 -5.2002 -0.005 0.014 0.054 -0.758
C -4.5073 1.4345 -2.7828 0.059 0.042 0.050 -1.054
C -2.6863 -1.1672 -0.3033 -0.367 -0.209 0.215 -0.603
C -0.4011 -3.4345 0.8227 -0.061 0.009 0.037 0.031
C -0.4507 -2.6547 -2.8745 0.080 -0.033 0.028 0.164
H -2.7093 -6.1008 2.4736 0.012 0.018 -0.005 0.377
C -4.2850 3.2463 -0.3247 -0.012 -0.001 0.052 -0.312
C 2.6905 6.7587 0.4017 -0.035 -0.072 -0.034 0.465
H -6.5950 -3.5680 -0.7642 0.043 0.008 0.004 0.452
H 4.3085 1.2845 1.1786 0.035 0.000 -0.028 0.220
C -3.8356 2.8061 -2.7328 -0.072 -0.139 0.012 -1.575
C 2.9470 -3.2674 -1.4954 -0.032 0.023 -0.061 -0.326
H 3.2451 -1.7989 1.0877 -0.073 0.034 0.012 0.422
C 1.5706 -3.5290 -3.9117 -0.029 0.021 0.052 0.866
C 1.7693 4.4875 -0.3040 -0.064 -0.041 0.049 -0.434
H -4.9929 1.2780 -3.7486 0.014 0.004 0.046 0.534
C -4.7672 -2.4283 -0.6264 0.032 0.001 -0.013 -0.656
C -3.7994 -1.8419 0.2272 -0.065 0.058 -0.001 0.164
C 1.2989 2.7716 1.3549 -0.020 0.022 0.005 1.081
H 1.7536 4.7528 -1.3585 0.007 -0.015 0.017 -0.005
H -1.4946 6.0201 -0.2753 -0.014 -0.037 0.003 0.470
H 2.4838 5.6483 2.7693 -0.009 -0.041 -0.015 0.434
C 0.8452 -3.6483 -5.1254 0.016 0.013 0.018 -0.906
C -5.9953 -3.2055 1.2536 0.048 0.039 -0.059 0.427
C -1.6170 -5.5325 0.7133 0.043 0.050 -0.028 -0.728
```
Forces are in eV/Å.

⟨S²⟩ = 3.80
E_HOMO (spin up / spin down) = -4.335 / -5.148 eV
Kohn-Sham gap (spin up / spin down) = 6.53 / 6.78 eV
ΔE to the lowest compared entry with this formula, charge and spin = 19.5 kJ/mol
DFT total energy = -5114.0904 Ha
Multiplicity = 4
Net charge = -1

=====

[2]
A cluster of 8 separate species, C45H43FN8O20P3S in total in a non-equilibrium geometry. Source: OMol25; level of theory: wB97M-V/def2-TZVPD.

Geometry as XYZ:
```
121
Properties=species:S:1:pos:R:3:forces:R:3:mulliken_charge:R:1
H 7.7893 9.0235 1.4501 -0.046 0.018 -0.093 0.443
H -5.1615 -7.0807 -6.6382 -0.028 -0.005 -0.023 0.382
C 4.1013 2.0481 0.0105 -0.032 0.171 -0.082 -0.152
C 7.1628 7.0497 0.9090 -0.017 -0.001 0.005 0.141
C 4.2499 -0.3006 0.5595 0.019 -0.328 0.041 -0.327
H -5.0262 4.6949 -2.0934 -0.110 0.009 0.025 0.457
C 6.9907 -5.0360 1.4967 -0.003 -0.004 -0.019 -0.469
O 5.8921 -2.6475 -2.6320 0.013 0.261 -0.012 -0.594
C -3.3998 -0.0500 -0.5142 -0.069 -0.075 -0.014 -0.562
C 6.7117 -3.3028 -0.1404 0.085 0.277 0.106 -0.383
N 1.5953 -7.2173 -8.3493 0.034 -0.020 0.054 1.042
O -9.2350 4.0379 9.6945 0.037 -0.235 0.101 -0.469
H -8.9650 4.4244 6.2842 0.043 -0.175 -0.282 0.127
C -3.3158 -1.7688 -2.1954 -0.058 0.048 0.077 -0.160
N -7.2212 3.3699 8.2436 -0.961 0.051 -0.332 0.104
O 5.7214 2.4980 2.1408 0.065 0.220 0.017 -0.616
C 4.9714 -6.4316 -5.9537 0.022 -0.006 -0.014 -0.393
H 7.5104 -2.9775 1.8142 0.003 0.040 0.018 0.417
C -4.9593 4.6558 0.0448 0.040 -0.005 -0.036 0.071
N -1.6985 -5.9056 -2.8090 -0.094 -0.039 0.046 1.043
H -3.8838 0.4068 0.3372 -0.006 0.030 0.030 0.495
P -7.0680 2.7280 5.6121 0.183 0.331 -0.712 0.169
C 3.4344 -0.5983 -0.5161 -0.058 0.041 -0.103 -0.593
C -3.0308 4.4700 -1.3304 0.096 -0.030 0.049 -0.300
H -2.6653 -8.3176 -3.3941 0.075 0.038 0.067 0.469
C 2.9527 0.4178 -1.3284 0.012 -0.050 -0.016 -0.506
H 4.0955 -6.8951 -9.1900 -0.095 -0.008 -0.047 0.445
H 6.6143 5.0049 0.5838 -0.037 0.031 -0.073 0.477
C 6.4775 -5.9691 0.6059 0.044 0.056 0.078 -0.463
O -1.4022 -4.7404 -2.6560 0.059 0.224 -0.017 -0.583
H -1.1738 4.2399 -0.2850 0.029 0.011 -0.010 0.477
C -6.3146 3.4767 7.1140 0.611 -0.221 0.303 0.790
C 7.6943 7.9956 1.7622 0.078 0.199 0.100 -0.457
H 3.1725 -1.6263 -0.7233 -0.004 -0.039 0.002 0.455
H 7.3374 4.3015 2.8305 -0.042 -0.036 -0.001 0.408
H -1.6687 -1.6734 -3.5604 0.145 0.054 0.000 0.514
C -4.1995 4.5608 1.1933 0.088 -0.013 0.267 -0.373
H 5.8351 -6.2151 -5.3414 0.008 0.032 0.040 0.384
C -3.1548 -5.2130 -4.6628 -0.040 0.197 -0.089 -0.015
H -9.0579 3.0915 9.6908 -0.154 -0.275 -0.014 0.313
C 3.2829 1.7392 -1.0628 0.003 -0.068 0.002 -0.721
C -4.4024 4.6179 -1.2167 0.038 -0.029 -0.225 -0.528
C 6.1967 -4.2454 -1.0073 -0.030 -0.008 0.010 0.062
C 2.6151 -6.8549 -6.1397 -0.070 0.002 0.182 -0.554
H 8.5117 8.3252 3.7083 0.013 0.034 0.019 0.369
H -5.0338 5.4363 8.1450 0.212 -0.242 0.181 0.088
H 1.6427 -6.9775 -5.6887 -0.070 -0.007 -0.078 0.563
H 3.6259 -6.5026 -4.2879 -0.012 0.039 0.036 0.386
C -2.8272 4.4144 1.0691 0.039 -0.026 -0.108 -0.500
O -3.9840 3.0283 7.3273 -0.902 -0.610 0.187 -0.749
O 1.7664 -7.3223 -9.5453 0.034 -0.012 -0.177 -0.619
H -4.4431 -4.7422 -6.3006 -0.008 0.035 -0.019 0.402
H 4.6235 -1.0899 1.1935 0.069 0.067 0.101 0.545
P -5.5788 5.1593 6.8908 -0.061 -0.050 -0.432 0.325
C -3.9652 -7.8452 -5.0348 -0.039 0.036 -0.074 -0.447
H -6.1939 0.8150 5.9203 0.712 -0.033 0.493 0.417
O 6.8622 8.6359 -0.7317 0.021 0.185 -0.051 -0.612
C -3.9376 -1.1866 -1.0993 -0.010 -0.018 -0.028 -0.630
O 0.0591 1.4587 -2.0361 0.122 0.234 -0.007 -0.575
H 6.0757 -6.4179 -7.7919 0.034 0.005 -0.024 0.364
H -2.8336 -4.1949 -4.5083 0.087 0.003 0.058 0.449
H 2.9013 2.5279 -1.6940 -0.037 0.031 -0.013 0.445
O -1.2597 -6.8213 -2.1464 0.078 -0.135 0.047 -0.620
F -6.4443 3.2582 9.4457 0.270 0.184 0.094 -0.262
S -7.2897 3.8393 4.0764 -0.038 0.163 0.124 -0.259
C 4.5748 1.0182 0.8018 -0.012 0.032 -0.027 0.037
C 6.0757 -5.5753 -0.6587 -0.055 -0.219 0.002 -0.295
H -4.2804 -8.8680 -5.1812 -0.007 -0.043 0.002 0.390
O 0.5200 -7.3142 -7.7977 -0.181 -0.018 0.104 -0.611
O 6.2241 6.6286 -1.1501 -0.079 -0.129 -0.114 -0.611
H -1.8173 1.3829 -0.5592 0.110 0.036 -0.075 0.526
C -3.0593 -7.5436 -4.0335 -0.014 -0.232 0.037 -0.384
C -5.1049 2.4796 7.4201 1.149 0.546 0.190 0.337
O 5.8910 0.4072 2.5892 0.083 -0.147 0.086 -0.623
H 4.3636 3.0721 0.2252 0.057 0.011 0.076 0.478
C 2.7741 -6.9551 -7.5085 -0.016 0.019 0.034 0.142
O -6.1345 1.4946 5.2357 -0.574 -0.205 -0.691 -0.547
H 6.3869 -7.0053 0.8975 -0.010 -0.040 0.004 0.376
C 3.7279 -6.5908 -5.3594 0.055 -0.013 -0.027 -0.335
H -4.6693 4.5947 2.1666 -0.093 -0.026 -0.024 0.601
C 7.0301 5.7248 1.2709 -0.058 -0.219 -0.023 -0.379
H -9.1890 6.0156 6.9136 0.075 0.451 -0.199 0.247
C -2.1528 -1.2221 -2.7084 -0.001 -0.191 -0.199 -0.354
H -2.5733 4.4289 -2.3089 0.010 0.008 -0.036 0.410
N -6.4209 4.7844 0.1885 0.340 -0.113 -0.023 1.060
H 2.3192 0.1781 -2.1699 -0.011 0.029 -0.062 0.541
H -3.7367 -2.6543 -2.6497 0.007 -0.047 -0.010 0.310
C -1.6285 -0.0951 -2.1060 -0.072 -0.019 0.027 -0.007
C -4.0571 -5.5252 -5.6642 -0.048 -0.070 -0.030 -0.636
C -2.2356 0.5013 -1.0186 -0.065 0.197 0.258 -0.368
C 4.0019 -6.8077 -8.1192 0.184 0.019 -0.169 -0.393
N 5.7585 -3.8142 -2.3456 0.083 -0.044 -0.018 1.045
N 6.7138 7.4712 -0.4294 0.062 -0.040 0.088 1.019
O -6.5108 6.2130 6.4316 -0.528 0.424 0.141 -0.643
C -4.4608 -6.8396 -5.8513 -0.006 0.014 -0.013 -0.435
C -2.6689 -6.2309 -3.8673 0.004 0.011 -0.022 -0.028
H -4.5012 4.9925 6.0324 0.205 -0.156 -0.066 0.074
C 8.0985 7.5976 3.0247 -0.001 -0.097 0.042 -0.359
C 7.4388 5.3350 2.5340 0.072 -0.006 0.127 -0.292
N -0.3812 0.4898 -2.6191 -0.199 -0.051 0.145 1.063
P -8.2168 4.7797 8.6345 0.216 0.912 0.587 0.179
O -6.8382 4.8144 1.3179 -0.462 0.196 -0.009 -0.628
H -10.2881 4.7488 7.3995 -0.352 -0.286 0.236 0.355
O 0.1473 -0.0297 -3.5801 0.074 -0.110 -0.146 -0.635
H 6.8027 -2.2687 -0.4361 -0.065 0.004 -0.123 0.541
O -8.4284 2.0818 6.1486 -0.259 -0.333 -0.251 -0.495
O 5.2957 -4.6544 -3.0921 -0.061 -0.209 -0.032 -0.594
C -2.2445 4.3655 -0.1900 0.022 -0.019 0.003 -0.618
H -8.2558 1.2914 6.6705 -0.044 -0.001 0.419 0.448
H 7.2969 -5.3470 2.4857 0.013 -0.011 0.031 0.384
O -5.4529 1.3252 7.6950 0.053 -0.343 0.164 -0.762
H 5.6734 -6.2916 -1.3574 -0.038 0.044 -0.086 0.464
C 7.9693 6.2702 3.4114 -0.001 0.037 -0.039 -0.520
H 8.2807 5.9639 4.4004 0.013 -0.012 0.031 0.383
H -2.2168 4.3319 1.9567 0.009 0.003 0.044 0.421
C -9.2608 4.9706 7.1618 0.170 0.016 -0.118 -0.699
H -4.8435 -1.6199 -0.6990 -0.034 -0.009 0.010 0.411
C 5.1067 -6.5423 -7.3304 0.045 0.002 0.110 -0.418
O -7.0933 4.8312 -0.8250 -0.070 0.039 -0.074 -0.635
N 5.4613 1.3308 1.9311 -0.071 -0.029 -0.073 1.012
C 7.1106 -3.7048 1.1225 -0.014 -0.117 0.049 -0.494
```
Forces are in eV/Å.

E_HOMO = -5.521 eV
Kohn-Sham gap = 5.74 eV
DFT total energy = -5205.0675 Ha
Net charge = -1